# C7H10

The molecule C7H10 at a distorted geometry (ωB97M-V/def2-TZVPD, the Open Molecules 2025 dataset).

Last columns: bonded neighbours and bond lengths (Å).
Atoms and positions in Å:
1 C -1.22 -1.21 0.79  H10 1.076, H15 1.097, H16 1.037, C17 1.506
2 H 2.82 -0.74 -0.80  C8 1.129
3 H -2.86 1.57 -0.52  C14 1.164
4 C 0.96 0.24 -0.42  C7 1.559, C8 1.525, H13 1.139, C17 1.612
5 C -0.90 1.34 0.01  C7 1.456, C14 1.300, C17 1.445
6 H 1.66 -1.79 0.18  C8 1.084
7 C 0.39 1.20 0.67  C4 1.559, C5 1.456, H12 1.051, C17 1.588
8 C 2.01 -0.79 -0.02  H2 1.129, C4 1.525, H6 1.084, H9 1.111
9 H 2.54 -0.53 0.92  C8 1.111
10 H -0.67 -1.59 1.64  C1 1.076
11 H -2.07 3.14 0.12  C14 1.038
12 H 0.75 1.48 1.61  C7 1.051
13 H 0.92 0.78 -1.43  C4 1.139
14 C -1.91 2.15 -0.15  H3 1.164, C5 1.300, H11 1.038
15 H -1.32 -1.89 -0.07  C1 1.097
16 H -2.19 -0.91 1.00  C1 1.037
17 C -0.50 -0.03 0.19  C1 1.506, C4 1.612, C5 1.445, C7 1.588

For the highest occupied orbital energy, the calculation gives -8.203 eV. The SMILES is C=C1[C@@H]2[C@@H](C)[C@]12C. The frontier orbital gap is 9.256 eV. As for the relative energy (zero: lowest compared OMol25 entry of this formula, charge and spin): 3.743 eV.

Charges in e, computed with Mulliken, in the same order as the atoms:
1. C -1.3826
2. H 0.3067
3. H 0.1565
4. C 0.2638
5. C 0.3578
6. H 0.3115
7. C -0.6936
8. C -1.2545
9. H 0.3105
10. H 0.3541
11. H 0.3485
12. H 0.3068
13. H 0.3664
14. C -0.9539
15. H 0.3301
16. H 0.4003
17. C 0.4717